[1]
Formula: C20H43N2OP3STb
Source: the Open Molecules 2025 dataset
Level of theory: ωB97M-V/def2-TZVPD

Its HOMO-LUMO gap (spin up / spin down) is 7.1 / 7.6 eV. The charge is +3. As for the multiplicity: 7. The calculation puts the largest force on an atom at 5.0 eV/A. For the molar mass, the calculation gives 611.49 g mol⁻¹.

```
71
Properties=species:S:1:pos:R:3:forces:R:3:mulliken_charge:R:1
Tb 0.7871 1.2276 1.1662 -4.256 -2.586 -0.139 0.712
P -1.2844 -1.2107 0.8451 -0.773 -0.653 0.128 1.277
P 2.8345 -2.6637 -0.7527 -0.114 0.098 -0.955 0.883
P -1.4112 2.1790 -0.3526 -1.290 0.445 -0.817 1.036
H 2.7188 1.6180 -1.0131 -0.259 -0.040 0.412 0.375
C 2.2900 2.2126 -0.1959 2.729 0.846 0.007 -0.494
C 2.8408 2.1019 1.1149 2.767 1.617 -1.560 -1.124
H 3.6487 1.3798 1.3148 -0.410 0.227 -0.065 0.350
C -1.5878 -2.2972 -0.6181 0.144 0.204 -0.118 -1.111
C -0.9607 -2.5201 2.0924 0.255 0.077 0.214 -0.807
C -3.0255 -0.8665 1.3394 -0.031 0.190 0.068 -1.181
C 4.6081 -2.8430 -0.6949 0.411 -0.019 0.228 -1.129
C 2.1845 -1.4222 0.4106 -0.075 -0.005 0.044 -0.325
C 1.9843 -4.2349 -0.5389 -0.229 -0.242 0.113 -1.130
C -1.1766 3.7278 -1.2922 0.290 0.182 0.028 -1.411
C -2.8021 2.6643 0.7403 -0.048 0.103 0.641 -0.928
C -2.3151 1.1761 -1.6132 0.351 -0.274 -0.153 -1.229
H 1.8671 3.1611 -0.5520 -0.064 -0.220 0.318 0.430
H 2.8518 2.9641 1.7929 -0.167 -0.263 -0.156 0.445
H -2.1355 -3.1984 -0.2944 0.198 0.366 -0.114 0.460
H -0.6316 -2.5871 -1.0763 -0.302 0.046 0.031 0.062
H -2.1831 -1.7635 -1.3734 0.240 -0.214 0.207 0.385
H -1.8783 -3.1182 2.2070 0.434 0.073 -0.012 0.505
H -0.7117 -2.0430 3.0536 -0.081 -0.498 -0.463 -0.026
H -0.1387 -3.1716 1.7621 -0.230 0.154 0.225 0.183
H -3.5250 -1.8298 1.5265 0.091 0.365 -0.097 0.538
H -3.5759 -0.3271 0.5591 0.119 -0.143 0.331 0.387
H -3.0400 -0.2716 2.2638 -0.077 -0.140 -0.244 -0.007
H 4.8642 -3.8123 -0.2493 0.110 0.311 -0.053 0.429
H 5.0474 -2.0258 -0.1096 0.062 -0.267 -0.150 0.379
H 4.9857 -2.7962 -1.7284 -0.069 -0.069 0.404 0.418
H 2.1141 -1.8564 1.4116 0.123 0.017 0.004 0.540
H 1.1622 -1.1898 0.0560 0.444 -0.146 -0.062 -0.682
H 2.8225 -0.5197 0.4450 -0.084 -0.482 -0.213 0.160
H 2.7226 -5.0473 -0.6052 -0.260 0.203 0.038 0.435
H 1.2455 -4.3626 -1.3442 0.231 0.055 0.278 0.348
H 1.4724 -4.2869 0.4319 0.219 -0.065 -0.255 0.329
H -2.1394 4.2526 -1.3505 0.289 -0.118 -0.129 0.503
H -0.8062 3.5194 -2.3030 -0.046 0.054 0.214 0.327
H -0.4527 4.3651 -0.7721 -0.167 0.060 -0.176 0.415
H -2.8735 3.7576 0.7441 -0.079 -0.191 0.066 0.527
H -2.6246 2.3284 1.7716 -0.306 0.071 -0.488 -0.192
H -3.7533 2.2487 0.3867 0.235 0.144 0.043 0.444
H -2.8635 1.8651 -2.2768 0.173 -0.256 0.287 0.504
H -3.0280 0.4805 -1.1495 0.297 0.309 -0.189 0.425
H -1.5957 0.5980 -2.2110 -0.263 0.155 0.035 0.078
C 1.0874 -0.2779 -3.4747 -0.046 -1.171 0.686 -0.029
C 0.9848 -0.8207 -4.7883 0.089 0.319 -0.741 -0.325
C 1.0169 0.0101 -5.8836 -0.136 -0.850 -0.053 -0.626
C 1.1459 1.3960 -5.7256 -0.028 -0.056 -0.449 -0.556
C 1.1953 1.9646 -4.4464 -0.044 -0.061 1.018 -0.839
C 1.1180 1.1552 -3.3271 0.154 0.405 -0.221 0.579
O 1.1673 -1.1354 -2.5193 -0.685 1.965 -0.327 -0.409
H 2.4920 -2.1992 -2.0517 0.296 -0.225 0.722 0.031
H 0.9138 -1.9051 -4.8439 -0.001 0.252 -0.228 0.465
H 0.9409 -0.4465 -6.8670 0.064 0.307 0.044 0.431
H 1.1912 2.0296 -6.6077 0.020 -0.072 0.174 0.433
H 1.3064 3.0456 -4.3294 -0.122 -0.356 -0.093 0.468
H 1.1246 1.5868 -2.3280 0.014 -0.152 -0.251 0.369
S 1.2460 1.4076 3.7033 -0.085 0.009 -0.015 -0.268
C -0.3916 0.9656 3.8243 -1.227 -0.198 1.925 -0.395
N -0.8086 -0.2010 4.3888 0.799 1.264 -0.152 -0.008
C -2.0668 0.0228 5.1038 -0.423 -0.947 0.421 -0.558
C -2.5195 1.3894 4.6264 -0.983 0.519 -0.119 -0.595
N -1.4800 1.7895 3.6700 1.675 -0.214 0.099 0.174
H -0.1135 -0.8370 4.7770 -0.157 0.380 -0.126 0.392
H -1.8907 0.0105 6.1848 -0.010 -0.060 -0.216 0.354
H -2.7865 -0.7622 4.8657 0.045 0.056 0.051 0.305
H -2.5780 2.1076 5.4536 0.061 -0.085 -0.281 0.424
H -3.4938 1.3567 4.1355 0.055 0.022 0.071 0.266
H -1.3334 2.7856 3.4910 0.142 -0.529 0.301 0.404
```
Forces are in eV/Å.


[2]
Formula: C2H4N4S
Source: the Open Molecules 2025 dataset
Level of theory: ωB97M-V/def2-TZVPD

Its HOMO-LUMO gap (spin up / spin down) is 7.7 / 7.7 eV. The charge is 0. The energy above the lowest of the compared OMol25 structures with the same formula, charge and spin is 4.364 eV. The calculation puts the largest force on an atom at 3.9 eV/A. For the molar mass, the calculation gives 116.15 g mol⁻¹.

```
11
Properties=species:S:1:pos:R:3:forces:R:3:mulliken_charge:R:1
C -2.0246 -0.3759 0.2575 0.362 0.030 -0.914 -0.568
C -0.8814 -0.1998 -0.5090 -0.449 0.032 0.215 0.164
N -1.7825 -0.3185 1.5699 -0.068 -0.005 0.902 -0.351
N -0.5951 -0.1227 1.9108 -0.368 -0.182 -2.592 0.147
N 0.1707 -0.1082 0.2514 0.392 0.253 3.920 0.226
N 1.4534 0.3251 0.1599 0.079 -0.042 -0.183 -0.686
S 0.0913 0.1287 3.3936 0.551 -0.060 -0.944 -0.307
H -3.0110 -0.5372 -0.1245 -0.182 -0.017 0.078 0.403
H -0.8287 -0.1469 -1.5822 0.071 -0.026 -0.137 0.408
H 2.0868 -0.3858 0.5343 -0.311 0.167 -0.136 0.281
H 1.5662 1.1680 0.7308 -0.078 -0.151 -0.209 0.282
```
Forces are in eV/Å.


[3]
Formula: C2H7N3O
Source: the Open Molecules 2025 dataset
Level of theory: ωB97M-V/def2-TZVPD

Its HOMO-LUMO gap is 9.6 eV. The charge is 0. The energy above the lowest of the compared OMol25 structures with the same formula, charge and spin is 6.049 eV. The calculation puts the largest force on an atom at 5.1 eV/A. For the molar mass, the calculation gives 89.10 g mol⁻¹.

```
13
Properties=species:S:1:pos:R:3:forces:R:3:mulliken_charge:R:1
C 3.1909 0.9246 0.3207 0.270 -1.645 -0.308 -0.198
C 1.8506 0.8372 -0.2301 -0.160 1.627 -1.176 -0.250
N -3.2102 -0.5633 0.4153 0.350 -2.099 -1.554 -0.583
N -1.9503 0.7173 -1.0800 0.739 -0.795 -0.922 -0.514
N -2.2197 -0.3761 -0.7071 -2.184 3.786 2.690 0.306
O 2.0879 1.0360 1.1400 -1.363 -0.317 1.302 -0.365
H 3.9057 0.1357 0.5011 -0.431 -0.807 -0.103 0.214
H 3.6959 1.7870 0.1757 1.497 2.993 -0.498 0.189
H 1.4026 1.6939 -0.7767 0.576 -0.286 0.539 0.194
H -2.6836 -0.8392 1.2095 0.491 -0.195 0.968 0.249
H -3.6076 0.3200 0.5459 -0.490 1.718 0.300 0.307
H 1.4401 -0.0467 -0.6193 -0.426 -1.567 0.235 0.209
H -2.0249 -1.2825 -0.9900 1.130 -2.413 -1.472 0.243
```
Forces are in eV/Å.


- Among the records above, which one has the highest charge?
  C20H43N2OP3STb


- Among the records above, which one has the highest largest force on an atom?
  C2H7N3O


- Number 2 is which compound?
  C2H4N4S